Record 1
DFT (ωB97M-V/def2-TZVPD) results for a molecular structure, C42H40IN5O2P2RhS in a non-equilibrium geometry.

Each line ends with the Mulliken spin population.
Geometry (Å):
Rh 0.5805 -0.2672 -0.5131  0.808
C 3.6970 0.1441 4.6533  0.009
C 3.5181 -1.0871 3.7726  -0.004
N 3.8326 -0.8185 2.3807  0.101
C 2.9518 -0.6100 1.3924  0.032
S 1.2302 -0.7449 1.6728  0.148
N 3.4345 -0.3408 0.1900  0.333
N 2.5508 -0.1838 -0.7645  0.378
C 2.9930 -0.0936 -2.0823  0.182
C 4.4475 -0.0544 -2.3948  0.009
C 1.9766 -0.1171 -3.0318  0.205
C 2.1906 -0.1217 -4.4370  0.180
C 1.1488 -0.3625 -5.2826  -0.023
C -0.1362 -0.6071 -4.7530  0.228
C -0.3177 -0.5226 -3.3912  -0.065
N 0.6751 -0.2386 -2.5406  0.256
H 3.5239 -0.1140 5.6979  -0.002
H 2.9886 0.9186 4.3628  0.004
H 4.7069 0.5461 4.5611  -0.001
H 2.4899 -1.4384 3.8237  0.003
H 4.1733 -1.8890 4.1152  0.001
H 4.8026 -0.6978 2.1289  -0.007
H 4.9914 0.3687 -1.5553  0.011
H 4.6408 0.5333 -3.2905  0.005
H 4.8305 -1.0649 -2.5650  0.022
H 3.1923 0.0272 -4.8140  0.012
H 1.3014 -0.3871 -6.3530  0.001
H -0.9669 -0.8539 -5.3975  0.010
H -1.2976 -0.6715 -2.9552  0.000
C -2.0362 2.2865 -1.6446  -0.003
N -1.6434 1.8728 -0.2804  -0.008
P -1.6843 0.1437 -0.0379  -0.059
C -3.2868 -0.4075 -0.7134  -0.001
C -3.3854 -1.6912 -1.2378  0.004
C -4.6319 -2.2033 -1.5725  0.000
C -5.7715 -1.4357 -1.3925  0.000
C -5.6690 -0.1478 -0.8784  0.000
C -4.4325 0.3659 -0.5303  -0.001
C -2.1109 -0.1506 1.7091  0.013
C -1.8441 -1.4473 2.1496  0.017
C -2.3086 -1.8743 3.3835  -0.001
C -3.0544 -1.0117 4.1738  0.001
C -3.3190 0.2786 3.7368  0.000
C -2.8535 0.7117 2.5053  -0.001
P 0.0297 2.2630 0.1138  0.172
C 0.3583 3.8302 -0.7694  0.062
C -0.3685 5.0063 -0.5895  -0.007
C 0.0028 6.1578 -1.2621  0.002
C 1.1019 6.1512 -2.1128  -0.001
C 1.8288 4.9861 -2.2945  0.002
C 1.4579 3.8291 -1.6240  0.017
C -0.1063 2.8498 1.8339  -0.020
C -1.2367 3.5034 2.3189  0.011
C -1.2276 4.0664 3.5838  0.003
C -0.0916 3.9779 4.3763  0.000
C 1.0320 3.3159 3.9064  0.004
C 1.0251 2.7512 2.6392  -0.006
H -2.9487 1.7701 -1.9333  -0.002
H -1.2640 2.0714 -2.3934  0.002
H -2.2307 3.3568 -1.6556  0.000
H -2.4902 -2.2909 -1.3664  -0.006
H -4.7129 -3.2067 -1.9700  0.000
H -6.7422 -1.8396 -1.6473  0.000
H -6.5597 0.4510 -0.7389  0.000
H -4.3540 1.3603 -0.1084  0.000
H -1.2771 -2.1203 1.5145  -0.004
H -2.0877 -2.8761 3.7288  0.000
H -3.4429 -1.3518 5.1250  0.000
H -3.9038 0.9473 4.3556  0.000
H -3.0581 1.7189 2.1704  0.000
H -1.2222 5.0291 0.0722  0.001
H -0.5619 7.0693 -1.1143  0.000
H 1.3833 7.0571 -2.6330  0.000
H 2.6852 4.9822 -2.9564  0.000
H 2.0245 2.9135 -1.7572  -0.020
H -2.1326 3.5549 1.7131  0.002
H -2.1048 4.5826 3.9528  0.000
H -0.0759 4.4231 5.3626  0.000
H 1.9114 3.2495 4.5335  0.000
H 1.8999 2.2369 2.2591  0.006
I 0.7208 -9.6425 -0.7665  0.006
C 0.7554 -7.5528 -1.0067  0.026
C 1.2169 -7.0082 -2.1957  -0.016
C 1.2664 -5.6310 -2.3343  0.014
C 0.8264 -4.8167 -1.2946  0.056
C 0.3690 -5.3684 -0.1068  0.006
C 0.3268 -6.7433 0.0390  0.008
C 0.8675 -3.3075 -1.4237  0.000
O 1.7818 -2.8676 -2.1691  0.789
O 0.0406 -2.6451 -0.7705  0.096
H 1.5414 -7.6492 -3.0032  0.000
H 1.6266 -5.1877 -3.2533  -0.003
H 0.0343 -4.7190 0.6917  0.001
H -0.0334 -7.1792 0.9599  0.001

Cartesian forces (eV/Å) of the 3 atoms listed first:
Rh -0.3 0.3 0.8
C 0.0 0.0 -0.1
C 0.0 0.1 0.1

The spin multiplicity is 5. The calculation puts the HOMO energy (spin up / spin down) at -8.5 / -10.4 eV. The calculation puts the orbital gap (spin up / spin down) at 6.48 / 4.19 eV. The net charge is +1. Its relative energy (zero: lowest compared OMol25 entry of this formula, charge and spin) is 37.70 kcal/mol. The largest force on an atom is 3.3 eV/A.

=====

Record 2
DFT (ωB97M-V/def2-TZVPD) results for a molecular structure, C42H40N6O4Sn in a non-equilibrium geometry.

Each line ends with the Mulliken charge.
Geometry (Å):
Sn -1.1673 0.3085 1.1789  0.476
C 4.3634 -1.2967 0.2039  -0.526
C 3.8754 -1.4585 1.5237  -1.068
C 2.7165 -0.7799 1.9073  -0.116
C 2.0792 0.1444 1.0264  -0.436
C 2.4934 0.1807 -0.3389  0.323
C 3.6643 -0.5464 -0.7165  -0.258
N 1.0385 0.8783 1.6097  0.523
C 1.1843 1.6003 2.7647  -0.007
C 2.3589 2.3141 3.0745  -0.310
C 2.4919 2.9934 4.2818  -0.597
C 1.4826 2.9107 5.2838  -0.512
C 0.3533 2.1861 5.0628  -0.905
C 0.1578 1.5872 3.7586  0.317
N -1.0069 0.9780 3.4002  1.479
N -1.9532 1.0242 4.3320  -1.255
C -3.0791 0.4294 3.9800  -0.019
C -4.2318 0.5072 4.8924  -0.801
C -5.3613 -0.2148 4.5954  -0.202
C -5.3991 -1.0153 3.4242  -0.852
C -4.2862 -0.9455 2.5543  -0.343
N -3.1805 -0.2173 2.7924  0.261
H 5.2429 -1.9031 -0.1390  0.308
H 4.4269 -2.0904 2.2177  0.394
H 2.3244 -0.8787 2.9314  0.444
H 1.3189 0.3952 -2.1482  0.211
H 4.0482 -0.5262 -1.7676  0.323
H 3.2486 2.2982 2.4277  0.329
H 3.3552 3.6560 4.4862  0.373
H 1.6504 3.4222 6.2771  0.298
H -0.4263 2.1242 5.8357  0.401
H -4.1087 1.1102 5.7906  0.447
H -6.2266 -0.1202 5.2562  0.369
H -6.1949 -1.7187 3.1690  0.408
H -4.1595 -1.5713 1.6665  0.601
C -5.3080 -3.0775 -1.6174  -1.261
C -4.1548 -2.1411 -1.3597  0.524
O -3.5082 -2.1023 -0.2741  -0.505
N -3.8170 -1.3421 -2.4124  -0.003
C -2.7647 -0.3790 -2.4230  0.151
C -3.1761 1.0910 -2.0689  0.195
C -4.4095 1.6508 -2.4238  -0.615
C -4.7147 2.9500 -2.0119  -0.534
C -3.7891 3.5965 -1.2102  -0.723
C -2.5635 3.0162 -0.9448  -0.168
N -2.1972 1.8525 -1.5162  0.033
H -5.1167 -3.9876 -1.0110  0.313
H -5.2969 -3.3905 -2.6832  0.398
H -6.2633 -2.6002 -1.3973  0.267
H -4.2664 -1.5315 -3.3041  0.318
H -2.2203 -0.3784 -3.4035  0.310
H -2.0347 -0.5979 -1.6510  -0.448
H -5.1490 1.0794 -2.9248  0.459
H -5.6818 3.3885 -2.2693  0.381
H -3.9283 4.6032 -0.8229  0.393
H -1.8979 3.5693 -0.3038  0.450
O 1.5060 -3.4166 -0.9817  -0.265
C 0.9736 -4.1937 -0.0292  0.675
C 1.1618 -5.5670 0.0498  -0.880
C 0.6546 -6.3043 1.0871  -0.627
C 0.0485 -5.6834 2.1816  -0.709
C -0.2157 -4.3086 2.1349  -0.213
C 0.1695 -3.5763 0.9731  -0.058
C -0.2146 -2.1419 0.8920  1.888
O -0.6896 -1.6100 1.9769  -0.918
O -0.2141 -1.5081 -0.1837  -0.666
H 1.9031 -4.0028 -1.6496  0.255
H 1.7396 -6.0573 -0.6957  0.415
H 0.8166 -7.3608 1.1156  0.408
H -0.2384 -6.2812 3.0329  0.402
H -0.7521 -3.8168 2.9897  0.265
C 1.7233 3.2201 -2.6078  -1.873
C 2.6680 2.1705 -2.1232  2.858
C 3.6271 2.8086 -1.0551  -2.164
C 1.7673 1.0650 -1.3669  -0.633
C 3.3799 1.6640 -3.3894  -0.109
C 2.7162 1.1019 -4.4741  -0.110
C 3.3940 0.7878 -5.6767  -0.756
C 4.7246 1.0821 -5.8285  -0.376
C 5.3765 1.6841 -4.7737  -0.819
C 4.7620 1.8926 -3.5579  -0.337
H 1.2662 3.7709 -1.7363  0.389
H 0.9226 2.8961 -3.2831  0.267
H 2.2349 4.0202 -3.1195  0.466
H 3.0807 3.0091 -0.1179  0.319
H 4.1613 3.7102 -1.4022  0.522
H 4.3324 1.9762 -0.7398  0.469
H 0.9468 1.5139 -0.8135  0.266
H 1.6164 0.9686 -4.4219  0.280
H 2.8550 0.3146 -6.5157  0.333
H 5.1923 0.9242 -6.8159  0.344
H 6.4540 1.8202 -4.8668  0.318
H 5.3139 2.3932 -2.7696  0.360

Cartesian forces (eV/Å) of the 3 atoms listed first:
Sn 0.0 0.3 -0.1
C 0.4 -1.3 0.4
C -0.2 0.5 -0.7

The calculation puts the HOMO energy (spin up / spin down) at -6.9 / -6.9 eV. The calculation puts the orbital gap (spin up / spin down) at 5.58 / 5.66 eV. Its relative energy (zero: lowest compared OMol25 entry of this formula, charge and spin) is 0.00 kcal/mol. The largest force on an atom is 4.4 eV/A.